# 1
{"formula": "C30H27FIMgN5O5", "method": "wB97M-V/def2-TZVPD", "elements": ["I", "Mg", "F", "O", "O", "O", "O", "O", "N", "N", "N", "N", "N", "C", "C", "C", "C", "C", "C", "C", "C", "C", "C", "C", "C", "C", "C", "C", "C", "C", "C", "C", "C", "C", "C", "C", "C", "C", "C", "C", "C", "C", "C", "H", "H", "H", "H", "H", "H", "H", "H", "H", "H", "H", "H", "H", "H", "H", "H", "H", "H", "H", "H", "H", "H", "H", "H", "H", "H", "H"], "xyz": [[0.946688, -6.398188, -1.664645], [0.984019, -1.146425, -0.270533], [0.778551, 5.469688, -0.280971], [-1.657242, -2.078314, 2.416781], [-0.316813, -2.314930, -1.295864], [-0.128678, 0.545484, -0.239498], [0.337839, -1.539558, 1.536733], [2.288514, -2.698821, -0.153072], [0.972174, -4.237583, 0.853480], [1.493609, -0.819992, -2.226709], [0.817609, -1.531509, -3.170464], [-2.152567, 2.094227, 2.927177], [2.629636, 0.278043, -0.145134], [-2.369892, 3.811048, 4.636086], [2.282659, -4.820402, -1.149815], [-0.870618, -1.287705, 1.922076], [2.993386, 0.727261, -1.364793], [-0.648433, 1.002548, 0.798150], [-1.416351, 2.963021, 2.119200], [-0.703233, 2.447325, 1.030509], [2.350759, 0.078083, -2.539096], [-1.990178, -3.862894, -2.843518], [-2.763057, -4.722442, -3.610821], [0.065987, 4.627610, 0.492351], [3.918222, 1.756268, -1.497672], [2.689529, 0.476727, -3.939127], [-0.098491, -2.291584, -2.546279], [-1.209963, 0.186133, 1.832292], [-1.374964, -4.258830, -5.521396], [4.457988, 2.334135, -0.359175], [-1.965669, 0.761947, 2.801706], [-0.912158, -3.193680, -3.413088], [3.155320, 0.836050, 0.941011], [-3.089412, 2.686580, 3.907901], [-1.347802, 4.340352, 2.416017], [-0.604453, 5.155064, 1.591003], [-2.455352, -4.922460, -4.950875], [1.802176, -3.841861, -0.098740], [0.039145, 3.296135, 0.201197], [-2.023465, 4.909050, 3.642530], [-3.691042, 1.667788, 4.854089], [4.072787, 1.872560, 0.888116], [-0.606528, -3.394027, -4.756883], [-1.370571, 5.653529, 4.099243], [-3.006141, 4.199403, 5.430903], [-3.058460, -5.593236, -5.551427], [-2.202346, -3.698433, -1.794649], [-2.938186, 5.430797, 3.347413], [-1.134283, -4.418308, -6.565763], [0.236902, -2.868960, -5.183926], [4.470241, 2.300802, 1.797744], [4.204616, 2.098065, -2.483619], [-2.929175, 1.199377, 5.481290], [2.574267, 1.554576, -4.078187], [2.022273, -0.044249, -4.619555], [0.573047, -3.492508, 1.426961], [-0.515122, 6.214663, 1.803305], [-4.242606, 0.889284, 4.327370], [3.722233, 0.215975, -4.187804], [-4.391784, 2.186868, 5.506778], [0.486206, -5.113286, 0.764086], [-2.470958, 0.118729, 3.507316], [2.482169, -4.261971, -2.057046], [-3.604269, -5.238721, -3.163365], [0.580437, 2.877266, -0.638153], [-3.899866, 3.136813, 3.324728], [2.819319, 0.431293, 1.890470], [3.200269, -5.288045, -0.803787], [-1.464048, 3.408137, 5.097366], [5.175600, 3.140218, -0.447935]], "forces_ev_per_angstrom": [[0.0, 0.0, 0.0], [-0.2, -0.1, 0.4], [0.0, 0.0, 0.0], [0.0, 0.0, 0.0], [0.0, -0.1, -0.5], [-0.2, 0.5, 0.3], [-0.5, -0.2, 0.3], [0.1, -0.5, 0.0], [0.0, 0.2, 0.0], [0.1, 0.2, -0.6], [-0.1, -0.1, 0.2], [0.2, 0.1, 0.1], [0.3, 0.3, -0.1], [0.1, 0.0, 0.0], [-0.1, 0.0, 0.0], [0.4, 0.2, 0.1], [-0.1, -0.1, 0.1], [-0.2, -0.1, -0.1], [-0.1, -0.1, 0.1], [0.0, -0.1, 0.0], [0.0, -0.1, 0.1], [0.0, -0.1, 0.0], [0.0, 0.0, 0.0], [0.0, 0.0, 0.0], [0.0, 0.0, -0.1], [0.1, 0.0, 0.0], [0.2, 0.1, 0.1], [0.3, 0.0, -0.2], [0.0, 0.0, 0.0], [0.0, 0.0, 0.0], [-0.3, 0.1, -0.1], [0.0, 0.0, 0.0], [-0.1, -0.1, -0.1], [0.0, 0.0, -0.1], [-0.1, 0.0, 0.0], [0.0, 0.1, 0.0], [0.0, 0.0, 0.0], [0.3, -0.1, -0.1], [0.0, -0.1, -0.1], [0.0, 0.0, 0.0], [0.0, 0.0, 0.0], [0.0, 0.1, 0.0], [0.0, 0.0, 0.0], [0.0, 0.0, 0.0], [0.0, 0.0, 0.0], [0.0, 0.0, 0.0], [0.0, 0.0, 0.0], [0.0, 0.0, 0.0], [0.0, 0.0, 0.0], [0.0, 0.0, 0.0], [0.0, 0.0, 0.0], [0.0, 0.0, 0.1], [0.0, 0.0, 0.0], [0.0, 0.0, 0.0], [0.0, 0.0, 0.0], [0.0, 0.1, 0.1], [0.0, 0.0, 0.0], [0.0, 0.0, 0.0], [0.0, 0.0, 0.0], [0.0, 0.0, 0.0], [0.0, 0.0, 0.0], [0.0, 0.0, 0.0], [0.0, 0.0, 0.0], [0.0, 0.0, 0.0], [0.0, 0.0, 0.0], [-0.1, 0.0, 0.0], [0.0, 0.0, 0.0], [0.0, 0.0, 0.0], [0.0, 0.0, 0.0], [0.0, 0.0, 0.0]], "e_lumo_ev": -0.05, "charge": 0, "relative_energy_kcal_mol": 3.02}



# 2
{"formula": "C18H15ClN4O2", "method": "wB97M-V/def2-TZVPD", "elements": ["Cl", "O", "O", "N", "N", "N", "N", "C", "C", "C", "C", "C", "C", "C", "C", "C", "C", "C", "C", "C", "C", "C", "C", "C", "C", "H", "H", "H", "H", "H", "H", "H", "H", "H", "H", "H", "H", "H", "H", "H"], "xyz": [[-6.344229, -1.145001, 2.404528], [-2.848149, -2.866399, 1.940430], [-2.643486, 1.882789, 1.316156], [-2.128793, -0.263098, 1.210126], [1.708251, -0.090520, -2.213821], [1.761027, 1.868503, -1.213844], [-3.421717, -0.696524, 1.670014], [1.308151, 2.815656, -0.371884], [-0.221183, 3.643634, 1.305085], [2.906450, -3.449565, -2.958529], [2.919912, -4.062735, -1.723278], [1.098988, 0.740050, -1.386182], [0.125439, 2.634816, 0.377389], [2.507082, -2.123247, -3.080434], [2.019934, -1.423232, -1.991272], [2.020823, -2.029950, -0.714820], [2.559452, -3.315665, -0.591469], [-5.142951, -2.484661, 2.392077], [-3.729171, -2.012326, 1.994017], [-0.606624, 1.387366, 0.211537], [-0.053892, 0.442779, -0.687332], [0.580721, 4.801208, 1.443980], [2.090354, 3.983848, -0.270912], [1.748524, 4.955256, 0.688121], [-1.827981, 1.034913, 0.941170], [2.964782, 4.072279, -0.889256], [-1.440852, -0.985812, 0.915953], [3.258430, -5.093192, -1.624930], [0.281029, 5.535594, 2.169745], [1.685810, -1.474065, 0.174015], [-0.546450, -0.476993, -0.945040], [2.469322, -1.698072, -4.069746], [2.766466, -3.708746, 0.385758], [3.122010, -4.050421, -3.846808], [-4.074358, 0.025429, 1.966015], [2.408973, 0.405373, -2.752734], [-1.064774, 3.536154, 2.004149], [-5.117974, -2.879360, 3.383342], [2.351406, 5.860561, 0.726499], [-5.450752, -3.296627, 1.712186]], "forces_ev_per_angstrom": [[0.1, -0.3, -0.1], [-0.8, 0.3, -0.1], [0.6, 0.0, -0.4], [0.8, -2.3, -0.3], [0.7, -1.1, -2.3], [0.0, 0.0, -0.4], [-0.5, 0.0, 0.1], [-0.1, -0.2, -0.6], [0.6, 1.4, 0.9], [-0.4, -0.2, -0.3], [0.3, 0.2, 0.7], [1.0, 2.6, 1.9], [-1.0, -0.4, 0.9], [-0.2, -1.0, -0.3], [0.3, -0.8, 0.7], [0.4, 0.0, -0.2], [-0.2, 0.3, -0.6], [0.2, 1.1, -0.9], [2.4, -0.2, -0.5], [2.6, -1.2, -1.6], [-2.0, 1.1, 1.6], [-0.9, -1.8, -0.2], [-0.8, 1.1, 1.8], [0.3, -0.7, -1.8], [-3.1, 1.1, 1.4], [0.1, 0.0, -0.1], [-1.4, 0.4, 0.7], [-0.1, 0.3, 0.1], [0.0, 0.2, 0.1], [0.3, -0.3, -0.5], [-0.3, -0.3, 0.2], [0.0, 0.3, -0.1], [-0.4, -0.3, 0.3], [0.2, 0.4, 0.2], [0.6, 0.2, -0.5], [-0.1, -0.2, 0.0], [0.3, -0.1, -0.8], [0.2, -0.2, 0.6], [-0.1, -0.2, 0.3], [0.1, 0.6, 0.1]], "e_lumo_ev": -0.61, "charge": 0, "relative_energy_kcal_mol": 56.10}